A structure of composition C25H49NOP3Y in a non-equilibrium geometry, computed with wB97M-V/def2-TZVPD.

Geometry as ORCA input:
```
! wB97M-V def2-TZVPD RIJCOSX def2/J DEFGRID3
* xyz 2 1
Y 0.350 -0.222 -0.079
P -0.399 -2.204 -1.862
P -0.866 3.094 -0.261
N 1.534 0.429 -1.741
C 1.159 -1.791 -2.840
H 1.985 -2.236 -2.259
H 1.130 -2.336 -3.797
C 1.472 -0.287 -3.042
H 2.441 -0.189 -3.575
H 0.730 0.205 -3.706
C 1.464 1.902 -1.905
H 0.924 2.224 -2.819
H 2.502 2.257 -2.057
C 0.940 2.752 -0.715
H 1.256 3.781 -0.957
H 1.528 2.507 0.198
C -0.720 3.397 1.547
C -0.248 2.139 2.306
H 0.800 1.871 2.080
H -0.917 1.277 2.131
H -0.279 2.356 3.384
C -1.246 4.635 -1.144
C -2.756 4.894 -1.283
H -2.888 5.808 -1.877
H -3.254 5.041 -0.310
H -3.257 4.076 -1.821
C -1.798 -2.342 -3.071
C -3.058 -2.987 -2.480
H -3.895 -2.887 -3.185
H -3.364 -2.500 -1.548
H -2.933 -4.058 -2.280
C -0.123 -3.931 -1.189
C -1.128 -4.334 -0.098
H -0.659 -5.082 0.556
H -2.033 -4.794 -0.516
H -1.437 -3.495 0.535
C -2.385 1.999 -0.295
C -0.482 5.838 -0.561
H 0.594 5.643 -0.437
H -0.577 6.681 -1.262
H -0.902 6.145 0.409
C -1.396 -2.960 -4.410
H -2.246 -2.917 -5.104
H -0.567 -2.422 -4.879
H -1.104 -4.012 -4.313
C -0.004 -5.038 -2.242
H 0.444 -5.923 -1.761
H -0.987 -5.350 -2.626
H 0.639 -4.770 -3.089
C -2.029 3.950 2.135
H -2.892 3.301 1.923
H -1.925 4.000 3.230
H -2.257 4.962 1.771
H 0.058 4.174 1.647
H 0.870 -3.826 -0.713
H -0.854 4.400 -2.156
H -2.036 -1.280 -3.251
O -1.791 0.740 -0.137
H -3.153 2.094 -1.084
H -3.274 2.375 0.318
C 3.816 0.133 1.851
P 2.548 -1.168 1.544
C 3.589 -2.674 1.478
C 1.776 -1.329 3.219
C 2.550 -1.204 4.382
C 1.937 -1.226 5.640
C 0.556 -1.395 5.749
C -0.214 -1.557 4.595
C 0.391 -1.562 3.335
H 4.119 0.549 0.880
H 4.707 -0.278 2.348
H 3.398 0.941 2.469
H 4.333 -2.687 2.286
H 2.955 -3.563 1.578
H 4.112 -2.708 0.515
H 3.635 -1.075 4.322
H 2.542 -1.117 6.543
H 0.065 -1.396 6.730
H -1.295 -1.697 4.667
H -0.219 -1.756 2.437
*
```

F_max in eV Å⁻¹: 2.40
DFT total energy in eV: -59153.8943
Molecular weight in Da: 561.5
LUMO in eV: -5.667
HOMO energy in eV: -14.02
Relative energy (zero: lowest compared OMol25 entry of this formula, charge and spin) in kcal/mol: 0.00

Results of the Mulliken charge analysis, in e, for atoms 1 through 6: number 1, Y, carries 0.06; number 2, P, carries 1.06; number 3, P, carries 1.17; number 4, N, carries -0.17; number 5, C, carries -1.19; number 6, H, carries 0.40

A cluster of 6 separate species, C25H50BNO19 in total in a non-equilibrium geometry, computed with wB97M-V/def2-TZVPD.

Geometry as ORCA input:
```
! wB97M-V def2-TZVPD RIJCOSX def2/J DEFGRID3
* xyz 0 1
C -6.016 -6.255 0.061
B -5.290 -5.471 -1.223
O -4.326 -6.323 -2.006
N -5.573 -4.040 -1.640
C -4.332 -3.294 -2.077
C -4.072 -3.665 -3.805
C -2.651 -2.942 -4.472
O -2.832 -4.545 -4.125
C -6.151 -3.215 -0.477
O -7.402 -2.682 -0.554
O -5.440 -2.975 0.799
H -5.189 -6.453 0.872
H -6.972 -5.711 0.460
H -6.367 -7.336 -0.306
H -4.828 -6.609 -2.846
H -3.345 -3.606 -1.532
H -4.486 -2.111 -2.123
H -5.093 -3.729 -4.534
H -2.680 -2.224 -3.516
H -1.549 -3.212 -4.275
H -4.592 -2.452 0.659
C -0.034 -0.484 4.398
C -1.031 0.583 3.983
O -2.156 -0.005 3.318
C -3.085 -0.574 4.128
O -3.046 -0.614 5.347
O -4.051 -1.115 3.345
C -5.051 -1.826 4.070
H 0.246 -1.105 3.541
H 0.868 -0.029 4.818
H -0.462 -1.155 5.150
H -0.558 1.262 3.265
H -1.355 1.190 4.836
H -5.480 -1.211 4.868
H -4.627 -2.749 4.478
H -5.851 -2.091 3.374
C 0.506 6.496 0.587
C 1.326 6.353 1.857
O 1.197 5.033 2.399
C 1.944 4.075 1.795
O 2.707 4.244 0.857
O 1.674 2.889 2.395
C 2.331 1.776 1.796
H -0.533 6.201 0.764
H 0.526 7.529 0.227
H 0.889 5.848 -0.207
H 0.945 7.045 2.615
H 2.380 6.605 1.690
H 3.409 1.945 1.711
H 1.893 1.571 0.813
H 2.170 0.902 2.434
C -6.664 1.848 -8.571
C -5.162 1.705 -8.399
O -4.851 0.574 -7.576
C -4.907 -0.634 -8.193
O -5.184 -0.829 -9.366
O -4.630 -1.589 -7.272
C -4.743 -2.920 -7.769
H -7.163 1.871 -7.597
H -6.906 2.764 -9.117
H -7.083 1.000 -9.121
H -4.770 2.589 -7.885
H -4.649 1.639 -9.365
H -4.151 -3.058 -8.680
H -5.795 -3.161 -7.951
H -4.359 -3.602 -7.005
C 8.664 0.721 -1.125
C 9.076 1.721 -0.059
O 8.423 2.980 -0.266
C 7.134 3.048 0.153
O 6.504 2.149 0.688
O 6.656 4.279 -0.153
C 5.276 4.456 0.155
H 8.827 1.134 -2.125
H 9.235 -0.207 -1.025
H 7.599 0.479 -1.050
H 10.153 1.908 -0.133
H 8.883 1.342 0.950
H 5.061 4.190 1.195
H 4.664 3.862 -0.531
H 5.029 5.512 0.014
C 6.299 0.954 3.532
C 5.354 -0.231 3.439
O 5.594 -1.157 4.507
C 5.066 -0.815 5.710
O 4.411 0.187 5.948
O 5.419 -1.766 6.609
C 5.002 -1.484 7.942
H 7.339 0.614 3.585
H 6.183 1.610 2.665
H 6.111 1.541 4.436
H 5.539 -0.771 2.505
H 4.305 0.087 3.427
H 3.929 -1.267 7.988
H 5.582 -0.647 8.344
H 5.199 -2.368 8.555
*
```

F_max in eV Å⁻¹: 9.50
DFT total energy in eV: -67797.1930
Molecular weight in Da: 679.5
LUMO in eV: -0.434
HOMO energy in eV: -8.87
SMILES: CB(O)N(C[C@H]1CO1)C(=O)O.CCOC(=O)OC.CCOC(=O)OC.CCOC(=O)OC.CCOC(=O)OC.CCOC(=O)OC

Results of the Mulliken charge analysis, in e, for atoms 1 through 6: number 1, C, carries -0.80; number 2, B, carries 0.34; number 3, O, carries -0.51; number 4, N, carries 0.01; number 5, C, carries -0.59; number 6, C, carries 0.33

A structure of composition C25H50CaNO3PSSi in a non-equilibrium geometry, computed with wB97M-V/def2-TZVPD.

Geometry as ORCA input:
```
! wB97M-V def2-TZVPD RIJCOSX def2/J DEFGRID3
* xyz 0 1
C -2.450 0.513 -5.572
C -2.219 -0.689 -4.907
C -1.534 -0.722 -3.670
C -1.091 0.468 -3.116
C -1.281 1.654 -3.798
C -1.983 1.701 -5.019
C -1.367 -2.055 -2.984
C 0.002 -2.776 -3.163
N 1.202 -1.988 -3.110
Ca -0.974 0.623 -0.553
C -0.706 2.929 -3.241
P 0.870 2.528 -2.344
H -2.586 -1.637 -5.312
H -2.130 2.676 -5.492
H -2.990 0.532 -6.519
H -1.395 3.432 -2.540
H -0.467 3.655 -4.034
H -1.568 -1.993 -1.898
H -2.109 -2.750 -3.399
H 0.088 -3.525 -2.360
C 1.712 4.049 -1.826
C 1.965 2.241 -3.827
H -0.027 -3.299 -4.141
C 1.654 -1.362 -4.321
C 2.233 -2.377 -2.191
H 0.137 2.454 -1.041
H 2.118 -2.079 -5.029
H 0.818 -0.871 -4.840
H 2.414 -0.600 -4.093
H 2.772 -3.282 -2.517
H 2.969 -1.569 -2.091
H 1.779 -2.564 -1.212
H 2.130 3.200 -4.344
H 2.931 1.861 -3.475
H 1.535 1.538 -4.549
H 1.788 4.720 -2.690
H 1.161 4.551 -1.028
H 2.705 3.752 -1.471
H 1.234 1.301 -1.690
C -1.892 -3.228 3.423
C -2.594 -1.876 3.340
C -3.730 -1.938 2.324
C -3.140 -1.486 4.710
O -1.673 -0.822 2.941
Si -0.255 -0.812 2.106
S -0.269 -1.897 0.390
O -0.129 0.790 1.514
C -0.471 2.010 2.371
C -1.897 2.379 1.944
C -0.368 1.636 3.833
C 0.559 3.071 2.001
O 0.919 -0.999 3.251
C 2.369 -0.961 3.076
C 2.759 -0.234 1.793
C 2.970 -0.244 4.286
C 2.876 -2.401 3.051
H -2.610 -3.970 3.810
H -1.045 -3.188 4.119
H -1.546 -3.564 2.437
H -4.441 -2.723 2.621
H -4.272 -0.983 2.302
H -3.349 -2.171 1.322
H -2.337 -1.462 5.458
H -3.619 -0.498 4.673
H -3.892 -2.220 5.033
H -2.575 1.519 2.085
H -2.264 3.209 2.561
H -1.937 2.718 0.885
H 0.552 1.092 4.066
H -0.361 2.555 4.434
H -1.226 1.043 4.153
H 1.586 2.706 2.163
H 0.466 3.392 0.949
H 0.415 3.965 2.628
H 2.465 0.826 1.833
H 3.858 -0.278 1.692
H 2.313 -0.712 0.904
H 2.681 -0.748 5.219
H 4.070 -0.271 4.212
H 2.659 0.810 4.334
H 2.622 -2.898 3.998
H 2.438 -2.958 2.210
H 3.975 -2.415 2.948
*
```

F_max in eV Å⁻¹: 2.13
DFT total energy in eV: -80813.0875
Molecular weight in Da: 543.9
LUMO in eV: -0.016
HOMO energy in eV: -7.03

Results of the Mulliken charge analysis, in e, for atoms 1 through 6: number 1, C, carries -0.83; number 2, C, carries -0.63; number 3, C, carries -0.28; number 4, C, carries 0.69; number 5, C, carries 0.70; number 6, C, carries -0.66

A structure of composition C25H50ClNP2PbSi2 in a non-equilibrium geometry, computed with wB97M-V/def2-TZVPD.

Geometry as ORCA input:
```
! wB97M-V def2-TZVPD RIJCOSX def2/J DEFGRID3
* xyz 0 1
Pb -0.421 0.045 0.032
C 2.161 -0.150 -1.763
C 1.402 -1.346 -1.931
C 0.142 -0.951 -2.476
Si 2.043 -2.981 -1.343
C 0.142 0.511 -2.608
C 1.405 1.000 -2.147
Si 2.042 2.712 -1.850
H 3.110 -0.110 -1.317
H -0.669 -1.587 -2.699
H -0.671 1.095 -2.944
Cl -5.131 0.175 1.954
C 3.895 2.655 -1.721
C 1.522 3.804 -3.262
C 3.897 -2.893 -1.220
C 1.536 -4.302 -2.550
H 2.177 3.571 -4.117
H 1.640 4.875 -3.031
H 0.486 3.633 -3.585
H 4.219 2.127 -0.813
H 4.329 3.665 -1.703
H 4.304 2.117 -2.588
H 2.171 -4.198 -3.445
H 0.491 -4.216 -2.878
H 1.688 -5.317 -2.148
H 4.310 -2.514 -2.166
H 4.336 -3.882 -1.022
H 4.213 -2.211 -0.418
C 1.397 3.411 -0.191
C 1.384 -3.381 0.410
P -0.269 2.828 0.245
H 1.423 4.517 -0.173
H 2.078 3.069 0.613
P -0.279 -2.713 0.749
H 2.070 -2.910 1.140
H 1.418 -4.469 0.612
C -0.861 -3.271 2.459
C -1.369 -3.708 -0.397
C -1.368 3.594 -1.036
C -0.825 3.590 1.873
C -0.685 2.660 3.068
H -1.902 3.760 1.745
C -0.084 4.875 2.212
H 0.979 4.654 2.417
H -0.521 5.265 3.149
H -0.136 5.651 1.435
H -1.306 1.766 2.841
H -1.016 3.062 4.031
H 0.389 2.496 3.221
H -0.947 3.301 -2.007
C -1.371 5.124 -0.970
C -2.802 3.042 -0.976
H -0.368 5.566 -0.971
H -1.898 5.483 -0.077
H -1.895 5.527 -1.847
H -2.876 1.995 -1.291
H -3.457 3.624 -1.635
H -3.223 3.092 0.035
H -0.955 -3.591 -1.408
C -2.804 -3.157 -0.432
C -1.373 -5.206 -0.070
H -0.370 -5.641 0.000
H -1.902 -5.759 -0.860
H -1.895 -5.406 0.875
H -2.876 -2.172 -0.906
H -3.227 -3.045 0.573
H -3.463 -3.834 -0.991
C -0.712 -2.132 3.526
C -0.094 -4.444 3.018
H -1.935 -3.440 2.348
H 0.963 -4.168 3.170
H -0.129 -5.344 2.387
H -0.515 -4.664 4.010
H 0.344 -1.900 3.658
H -1.057 -2.428 4.539
H -1.273 -1.263 3.169
C -2.422 0.072 0.661
H -3.001 -0.004 -0.254
H -2.602 -0.771 1.327
H -2.613 1.011 1.178
N 0.708 0.356 3.358
C 0.754 0.106 2.200
*
```

F_max in eV Å⁻¹: 3.69
DFT total energy in eV: -80327.0938
Molecular weight in Da: 725.5
LUMO (spin up / spin down) in eV: -2.623 / -2.625
HOMO energy (spin up / spin down) in eV: -7.12 / -7.11

Results of the Mulliken charge analysis, in e, for atoms 1 through 6: number 1, Pb, carries 1.76; number 2, C, carries -0.58; number 3, C, carries 0.58; number 4, C, carries -0.92; number 5, Si, carries -0.31; number 6, C, carries -0.89

A structure of composition C25H50N3O5PPdSi2 in a non-equilibrium geometry, computed with wB97M-V/def2-TZVPD.

Geometry as ORCA input:
```
! wB97M-V def2-TZVPD RIJCOSX def2/J DEFGRID3
* xyz 0 1
Pd -0.343 0.131 0.046
C -2.574 1.368 -5.031
N -2.125 0.454 -4.006
C -2.274 0.639 -2.675
N -2.943 1.754 -2.272
O -1.848 -0.198 -1.864
H -2.261 0.980 -5.997
H -2.119 2.355 -4.913
H -3.662 1.472 -5.041
H -1.667 -0.405 -4.254
H -3.026 2.536 -2.901
H -2.741 2.001 -1.313
C 2.658 0.191 2.998
C 1.175 -0.057 3.287
C 0.939 0.189 4.783
P 0.037 0.823 2.144
C -1.585 0.675 2.991
C -2.718 1.264 2.147
C -1.890 -0.780 3.324
C 0.387 2.611 2.141
C 0.453 3.275 3.518
C 1.628 2.972 1.314
H 3.258 -0.548 3.533
H 2.957 1.178 3.354
H 2.916 0.124 1.949
H 0.956 -1.103 3.062
H 1.263 1.187 5.074
H 1.540 -0.528 5.349
H -0.093 0.068 5.102
H -1.512 1.252 3.918
H -2.860 0.694 1.226
H -2.546 2.303 1.866
H -3.648 1.211 2.719
H -1.821 -1.381 2.427
H -2.907 -0.868 3.712
H -1.216 -1.212 4.061
H -0.472 2.997 1.592
H 1.386 3.039 4.034
H -0.376 3.006 4.172
H 0.422 4.358 3.385
H 2.542 2.837 1.894
H 1.569 4.015 1.003
H 1.711 2.369 0.409
C -1.261 -4.454 -0.884
Si -1.323 -3.192 0.487
C -3.035 -2.443 0.413
C -1.059 -4.061 2.123
C 0.029 -1.940 0.138
Si 1.853 -2.343 0.046
C 2.444 -3.074 1.659
C 2.918 -0.880 -0.420
C 2.162 -3.587 -1.310
H -2.046 -5.201 -0.734
H -0.308 -4.980 -0.936
H -1.431 -3.970 -1.849
H -3.736 -3.187 0.023
H -3.046 -1.590 -0.269
H -3.410 -2.116 1.381
H -2.002 -4.472 2.495
H -0.666 -3.384 2.884
H -0.358 -4.892 2.023
H -0.294 -1.583 -0.850
H 2.270 -2.403 2.500
H 3.517 -3.282 1.618
H 1.932 -4.013 1.878
H 2.580 0.057 0.015
H 2.922 -0.742 -1.505
H 3.951 -1.057 -0.109
H 1.734 -4.566 -1.092
H 3.238 -3.724 -1.451
H 1.736 -3.243 -2.256
O -0.663 4.228 -1.075
C -0.418 3.036 -1.199
O -0.824 2.134 -0.369
C 0.332 2.596 -2.447
C 0.367 3.459 -3.540
C 0.948 3.060 -4.734
C 1.497 1.794 -4.799
C 1.516 0.918 -3.735
C 0.926 1.345 -2.557
N 2.091 1.347 -6.101
O 2.064 2.132 -7.024
O 2.540 0.222 -6.150
H -0.074 4.442 -3.440
H 0.978 3.704 -5.599
H 1.967 -0.059 -3.836
H 0.873 0.712 -1.681
*
```

F_max in eV Å⁻¹: 1.57
DFT total energy in eV: -69969.4480
Molecular weight in Da: 666.3
LUMO (spin up / spin down) in eV: -0.472 / -0.472
HOMO energy (spin up / spin down) in eV: -8.63 / -8.63

Results of the Mulliken charge analysis, in e, for atoms 1 through 6: number 1, Pd, carries 0.20; number 2, C, carries -1.09; number 3, N, carries -0.01; number 4, C, carries -0.05; number 5, N, carries -0.39; number 6, O, carries -0.31

Question: F_max of number 2 (C25H50BNO19)?
Answer: 9.50 eV Å⁻¹

Question: Among the records above, which one has the highest DFT total energy?
Answer: C25H49NOP3Y